1.
Below is a molecular structure, C35H42CrN5Sb2 in a non-equilibrium geometry, with properties calculated with ωB97M-V/def2-TZVPD.

Properties
Total charge: +1
Kohn-Sham gap (spin up / spin down), eV: 8.2 / 8.4
Multiplicity: 5
Highest occupied orbital energy (spin up / spin down), eV: -11.2 / -11.3
LUMO (spin up / spin down), eV: -2.99 / -2.80

Last column: Mulliken charge in e.
CARTESIAN COORDINATES (ANGSTROEM)
Cr1 0.021 -0.171 -0.209  0.274
C1 -2.003 -2.228 -1.968  -1.324
N1 -2.032 -1.635 -0.630  0.915
C2 -2.286 -2.686 0.355  -1.160
C3 -3.103 -0.636 -0.552  -1.084
C4 -2.690 0.719 -1.121  -0.905
N2 -1.669 1.391 -0.301  1.029
C5 -2.302 1.914 0.912  -1.487
C6 -1.143 2.550 -1.034  -1.193
H1 -2.953 -2.725 -2.204  0.400
H2 -1.204 -2.966 -2.032  0.306
H3 -1.814 -1.466 -2.721  0.396
H4 -3.286 -3.118 0.222  0.375
H5 -2.215 -2.262 1.360  0.220
H6 -1.553 -3.484 0.249  0.330
H7 -3.381 -0.522 0.496  0.400
H8 -3.998 -0.976 -1.091  0.408
H9 -3.580 1.360 -1.209  0.465
H10 -2.277 0.574 -2.120  0.343
H11 -3.127 2.590 0.658  0.355
H12 -1.579 2.484 1.491  0.307
H13 -2.693 1.109 1.530  0.246
H14 -1.947 3.249 -1.287  0.382
H15 -0.655 2.231 -1.953  0.251
H16 -0.416 3.071 -0.412  0.307
C7 2.473 1.611 0.538  1.756
C8 2.455 1.865 2.037  0.191
C9 1.037 1.915 2.600  -1.519
Sb1 0.122 -0.071 2.481  0.873
C10 1.296 -0.764 4.139  0.466
C11 1.050 -0.198 5.383  -0.667
C12 1.845 -0.524 6.466  -0.784
C13 2.897 -1.412 6.308  -0.690
C14 3.132 -1.994 5.074  -0.237
C15 2.329 -1.675 3.988  -0.065
C16 -1.632 0.236 3.696  0.252
C17 -2.370 -0.895 4.014  -0.402
C18 -3.524 -0.791 4.767  -0.891
C19 -3.939 0.450 5.220  -0.567
C20 -3.198 1.582 4.920  -0.845
C21 -2.049 1.478 4.154  0.259
Sb2 4.126 0.452 -0.378  0.807
C22 5.616 0.454 1.200  -0.064
C23 6.896 0.828 0.818  -0.614
C24 7.938 0.802 1.728  -0.643
C25 7.701 0.424 3.039  -0.511
C26 6.427 0.043 3.426  -0.749
C27 5.392 0.038 2.506  0.852
C28 3.341 -1.487 0.237  -0.157
C29 2.048 -1.876 -0.078  1.147
C30 1.600 -3.158 0.206  -0.510
C31 2.438 -4.069 0.826  -0.811
C32 3.738 -3.696 1.126  -0.751
C33 4.190 -2.424 0.819  -0.459
H17 2.411 2.549 -0.016  0.544
H18 1.584 1.008 0.233  -1.956
H19 2.965 2.810 2.252  0.706
H20 2.998 1.087 2.579  -0.490
H21 0.434 2.635 2.043  0.432
H22 1.064 2.203 3.654  0.694
H23 0.226 0.494 5.507  0.340
H24 1.644 -0.081 7.431  0.439
H25 3.536 -1.641 7.146  0.412
H26 3.946 -2.694 4.951  0.512
H27 2.518 -2.140 3.027  0.129
H28 -2.025 -1.870 3.690  0.447
H29 -4.094 -1.676 5.006  0.454
H30 -4.836 0.532 5.813  0.412
H31 -3.507 2.550 5.286  0.453
H32 -1.471 2.369 3.929  0.339
H33 7.076 1.131 -0.204  0.422
H34 8.933 1.072 1.411  0.400
H35 8.511 0.419 3.753  0.409
H36 6.238 -0.262 4.447  0.487
H37 4.418 -0.317 2.820  -0.228
H38 1.403 -1.228 -0.704  -0.161
H39 0.605 -3.451 -0.095  0.299
H40 2.093 -5.066 1.054  0.442
H41 4.412 -4.406 1.581  0.443
H42 5.219 -2.163 1.020  0.541
N3 0.264 0.046 -2.068  -1.198
C34 0.568 0.234 -3.197  0.761
N4 0.836 0.261 -4.395  -0.629
C35 1.020 1.102 -5.352  0.403
N5 1.171 1.812 -6.244  -0.482

2.
Below is 3 unconnected molecules or ions with the total composition C35H42F10N5O8P2S3 in a non-equilibrium geometry, with properties calculated with ωB97M-V/def2-TZVPD.

Properties
Total charge: +1
Kohn-Sham gap, eV: 6.7
Highest occupied orbital energy, eV: -11.0
LUMO, eV: -4.26

Last column: Mulliken charge in e.
CARTESIAN COORDINATES (ANGSTROEM)
C1 2.324 -3.821 -1.598  -0.964
C2 2.243 -2.607 -2.361  -0.279
C3 1.538 -1.248 -1.916  0.378
P1 -0.089 -1.315 -2.960  1.231
O1 -0.421 -2.824 -3.099  -0.715
O2 -1.411 -0.594 -2.156  -0.209
O3 0.105 -0.719 -4.541  -0.554
C4 2.263 0.157 -2.331  -1.522
S1 4.141 0.127 -2.459  1.378
O4 4.639 -0.361 -1.123  -0.606
O5 4.622 -0.887 -3.489  -0.706
C5 4.826 1.775 -3.006  0.514
F1 5.561 1.578 -4.208  -0.210
F2 3.692 2.587 -3.394  -0.256
C6 5.617 2.610 -1.887  0.659
F3 5.063 2.500 -0.577  -0.174
F4 5.453 3.996 -2.243  -0.309
C7 7.201 2.363 -1.822  0.445
F5 7.693 3.257 -0.808  -0.273
F6 7.886 2.768 -3.014  -0.246
C8 7.657 0.897 -1.367  0.642
F7 7.223 0.606 -0.035  -0.206
F8 7.363 -0.126 -2.284  -0.180
F9 9.087 0.941 -1.273  -0.261
C9 1.732 1.328 -1.309  -0.042
C10 0.708 2.224 -2.155  -0.299
C11 0.345 3.647 -1.443  -0.136
C12 -1.277 3.808 -1.494  -0.685
S2 -1.923 4.154 -3.200  -0.133
C13 -3.292 3.003 -3.640  0.031
S3 -3.667 2.777 -5.256  -0.091
N1 -3.987 2.294 -2.538  0.348
C14 -4.487 2.880 -1.305  -0.213
C15 -5.055 1.666 -0.538  -0.522
N2 -4.932 0.419 -1.307  -0.426
C16 -4.286 0.878 -2.507  -0.373
C17 1.172 0.467 -0.045  -0.338
F10 -0.204 0.967 0.029  -0.511
P2 1.797 0.864 1.706  -0.387
C18 3.565 0.260 2.008  0.056
C19 3.642 -0.113 3.595  -1.071
C20 1.655 2.700 2.125  -0.412
C21 0.123 3.071 2.546  -0.793
N3 1.328 -0.996 -0.433  0.674
C22 0.425 -1.920 0.326  -0.282
C23 1.176 -2.878 1.359  0.373
O6 2.256 -2.645 1.929  -0.434
O7 0.518 -4.146 1.634  -0.344
C24 -0.471 -3.789 2.647  0.711
C25 -1.934 -3.228 2.336  -0.970
O8 -0.120 -3.946 3.836  -0.474
H1 3.337 -4.172 -1.200  0.307
H2 1.360 -4.393 -1.372  0.321
H3 2.714 -2.621 -3.416  0.389
H4 -1.764 0.063 -2.819  0.108
H5 1.022 -0.967 -4.823  0.409
H6 2.001 0.578 -3.378  0.868
H7 2.554 2.032 -0.941  0.720
H8 1.130 2.519 -3.193  0.567
H9 -0.286 1.699 -2.368  -0.622
H10 0.638 3.620 -0.337  -0.323
H11 0.842 4.540 -1.952  0.480
H12 -1.753 2.881 -0.996  0.206
H13 -1.555 4.719 -0.834  0.488
H14 -4.432 3.982 -1.040  0.366
H15 -5.522 1.717 0.499  0.340
H16 -4.010 0.141 -3.347  0.545
H17 4.266 1.174 1.893  0.296
H18 3.891 -0.622 1.362  0.172
H19 3.294 0.793 4.228  0.310
H20 2.908 -0.961 3.871  0.209
H21 4.683 -0.444 3.920  0.365
H22 2.096 3.416 1.352  0.437
H23 2.272 2.861 3.092  0.499
H24 -0.426 2.098 2.819  0.311
H25 0.106 3.708 3.511  0.342
H26 -0.430 3.650 1.732  0.128
H27 2.313 -1.161 -0.088  0.419
H28 -0.127 -2.618 -0.417  0.370
H29 -0.411 -1.390 0.911  0.161
H30 -2.227 -3.577 1.283  0.387
H31 -2.685 -3.608 3.107  0.346
H32 -1.894 -2.075 2.350  0.251
N4 0.096 -0.947 7.097  -0.524
C26 -0.681 -0.232 7.928  -0.334
C27 -2.066 -0.232 7.881  -0.280
C28 -2.689 -1.013 6.919  -0.506
C29 -1.911 -1.761 6.046  0.013
C30 -0.534 -1.696 6.177  -0.339
H33 -0.147 0.365 8.660  0.382
H34 -2.642 0.363 8.579  0.377
H35 -3.772 -1.039 6.850  0.385
H36 -2.365 -2.382 5.283  0.301
H37 0.117 -2.265 5.521  0.529
N5 -7.514 -4.469 -2.021  -0.531
C31 -6.554 -3.531 -2.051  -0.437
C32 -6.795 -2.186 -2.286  0.302
C33 -8.104 -1.784 -2.507  -0.310
C34 -9.116 -2.732 -2.484  -0.403
C35 -8.772 -4.052 -2.237  -0.221
H38 -5.547 -3.895 -1.875  0.393
H39 -5.981 -1.473 -2.295  0.112
H40 -8.333 -0.740 -2.696  0.369
H41 -10.149 -2.454 -2.654  0.363
H42 -9.528 -4.830 -2.206  0.350